Here is an isolated molecule of C18H29NO4S from OMol25. Energies are from wB97M-V/def2-TZVPD.

## Properties
Strongest force on any atom: 1.089 eV/Å
HOMO energy: -8.65 eV
Orbital gap: 9.416 eV
2S+1: 1
SMILES: CCOc1cc(C)c(C(C)C)cc1S(=O)(=O)N1C[C@@H](C)O[C@@H](C)C1

Last column: Mulliken charge in e.
CARTESIAN COORDINATES (ANGSTROEM)
C: -0.881 -4.019 1.001  -1.130
C: -1.315 -3.433 -0.336  -0.617
O: -1.362 -2.014 -0.292  -0.079
C: -0.200 -1.345 -0.053  -0.386
C: 0.979 -1.580 -0.751  -1.128
C: 2.137 -0.841 -0.536  1.635
C: 3.326 -1.180 -1.386  -2.162
C: 2.134 0.175 0.428  0.918
C: 3.314 1.049 0.804  0.213
C: 4.322 0.277 1.661  -1.471
C: 3.994 1.737 -0.382  -1.608
C: 0.954 0.390 1.133  -0.723
C: -0.192 -0.338 0.901  0.215
S: -1.617 -0.010 1.943  1.333
O: -2.244 -1.253 2.285  -0.719
O: -1.149 0.822 3.018  -0.807
N: -2.744 0.897 1.127  0.166
C: -2.443 2.289 0.915  -1.079
C: -1.885 2.552 -0.510  0.524
C: -0.464 3.099 -0.503  -1.484
O: -1.890 1.354 -1.259  -0.450
C: -3.180 0.775 -1.293  0.669
C: -3.193 -0.326 -2.341  -1.470
C: -3.543 0.250 0.115  -1.052
H: -1.460 -3.548 1.793  0.244
H: 0.174 -3.821 1.179  0.267
H: -1.049 -5.092 1.012  0.463
H: -0.663 -3.780 -1.149  0.361
H: -2.343 -3.724 -0.565  0.418
H: 0.997 -2.358 -1.500  0.318
H: 4.245 -1.192 -0.809  0.286
H: 3.432 -0.451 -2.187  0.343
H: 3.196 -2.159 -1.841  0.443
H: 2.907 1.845 1.438  0.394
H: 5.109 0.948 2.000  0.443
H: 3.826 -0.143 2.533  0.360
H: 4.783 -0.536 1.108  0.259
H: 4.662 1.068 -0.913  0.306
H: 3.248 2.116 -1.077  0.348
H: 4.583 2.578 -0.023  0.464
H: 0.911 1.127 1.922  0.573
H: -3.361 2.867 1.077  0.248
H: -1.721 2.563 1.683  0.505
H: -2.547 3.280 -1.019  0.514
H: -0.430 4.033 0.051  0.454
H: -0.139 3.276 -1.525  0.392
H: 0.206 2.377 -0.047  0.148
H: -3.901 1.562 -1.581  0.486
H: -2.934 0.085 -3.313  0.380
H: -2.466 -1.085 -2.073  0.202
H: -4.182 -0.774 -2.391  0.379
H: -4.605 0.427 0.328  0.344
H: -3.338 -0.816 0.199  0.350

***

Here is a cluster of 2 separate species, C3H10N2O2 in total from OMol25. Energies are from wB97M-V/def2-TZVPD.

## Properties
Strongest force on any atom: 3.673 eV/Å
HOMO energy: -8.03 eV
Orbital gap: 8.561 eV
2S+1: 1
SMILES: CN(C)O.NC=O

Last column: Mulliken charge in e.
CARTESIAN COORDINATES (ANGSTROEM)
C: -0.762 -0.184 -1.217  -0.876
N: -1.467 0.848 -0.137  -0.127
C: -1.762 0.154 1.110  -0.625
O: -0.700 1.944 0.097  -0.486
H: -0.317 0.416 -2.007  0.251
H: -1.675 -0.650 -1.578  0.382
H: -0.127 -1.022 -0.904  0.320
H: -0.864 -0.142 1.657  0.197
H: -2.391 -0.712 0.891  0.280
H: -2.327 0.850 1.741  0.250
H: 0.291 1.622 0.438  0.432
N: 2.401 -0.769 -0.535  -0.314
C: 1.679 -0.307 0.502  0.035
O: 1.549 0.900 0.729  -0.625
H: 2.476 -1.755 -0.722  0.238
H: 2.714 -0.108 -1.230  0.235
H: 1.282 -1.086 1.166  0.433

***

Here is a structure of composition C47H42Cl5N5P2RuTe from OMol25. Energies are from wB97M-V/def2-TZVPD.

## Properties
Strongest force on any atom: 0.922 eV/Å
HOMO energy (alpha / beta): -8.90 / -9.10 eV
Net charge: +1
Orbital gap (alpha / beta): 6.652 / 5.360 eV
2S+1: 6
Expectation value of S²: 8.81

Last column: Löwdin spin population.
CARTESIAN COORDINATES (ANGSTROEM)
Ru: -0.616 0.515 0.188  3.171
C: -2.228 -1.274 -1.818  0.011
C: -1.850 -0.204 -2.822  0.005
N: -1.324 0.993 -2.145  0.066
C: -0.312 1.741 -2.906  0.007
C: 0.935 2.034 -2.106  0.010
C: 1.763 3.109 -2.373  0.001
C: 2.935 3.234 -1.638  0.004
C: 3.259 2.272 -0.696  0.001
C: 2.377 1.223 -0.497  0.010
C: 2.682 0.076 0.435  0.008
N: 1.489 -0.715 0.760  0.091
C: 1.551 -2.173 0.595  0.038
C: 0.086 -2.035 -1.612  0.030
N: -1.109 -1.556 -0.906  0.077
N: 1.233 1.134 -1.169  0.041
H: -2.554 -2.175 -2.349  0.002
H: -3.067 -0.916 -1.219  0.002
H: -2.724 0.029 -3.435  0.002
H: -1.081 -0.582 -3.495  0.000
H: -2.092 1.622 -1.928  0.000
H: -0.723 2.665 -3.313  0.001
H: 0.002 1.132 -3.759  0.000
H: 1.497 3.832 -3.134  0.000
H: 3.596 4.075 -1.806  0.000
H: 4.173 2.336 -0.120  0.000
H: 3.155 0.450 1.346  0.002
H: 3.417 -0.557 -0.065  0.001
H: 1.298 -0.573 1.745  0.002
H: 0.887 -2.568 1.361  0.001
H: 2.553 -2.550 0.823  0.003
H: -0.184 -2.667 -2.468  0.003
H: 0.605 -1.159 -1.988  0.001
H: -1.406 -2.243 -0.223  0.001
Te: -1.321 1.866 5.121  0.007
C: -3.133 2.938 5.284  0.001
C: -3.271 3.974 6.195  0.000
C: -4.473 4.670 6.236  0.000
N: -5.513 4.405 5.447  0.000
C: -5.367 3.395 4.585  0.000
C: -4.213 2.636 4.467  0.001
C: -1.424 1.450 3.093  0.036
P: -1.432 -0.179 2.481  0.071
C: -0.296 -1.236 3.477  0.010
C: 0.890 -0.683 3.964  0.005
C: 1.799 -1.458 4.673  0.000
C: 1.529 -2.800 4.914  0.005
C: 0.351 -3.360 4.437  0.000
C: -0.552 -2.585 3.720  0.006
C: -3.054 -0.947 2.782  0.014
C: -3.817 -1.390 1.705  0.004
C: -5.076 -1.950 1.898  0.000
C: -5.578 -2.073 3.184  0.000
C: -4.822 -1.638 4.268  0.001
C: -3.566 -1.085 4.074  0.003
P: -0.512 2.436 1.922  0.124
C: -0.486 4.124 2.622  0.045
C: 0.723 4.706 2.988  0.005
C: 0.749 5.976 3.552  0.000
C: -0.438 6.667 3.747  -0.001
C: -1.649 6.092 3.378  0.002
C: -1.675 4.828 2.813  0.007
C: -1.754 2.793 0.547  0.011
C: -3.024 2.219 0.509  0.038
C: -3.937 2.568 -0.485  0.006
C: -3.594 3.516 -1.441  0.031
C: -2.330 4.110 -1.406  0.007
C: -1.419 3.739 -0.431  0.030
H: -2.458 4.263 6.851  0.000
H: -4.599 5.491 6.934  0.000
H: -6.224 3.182 3.953  0.000
H: -4.150 1.837 3.737  0.000
H: 1.090 0.375 3.807  0.001
H: 2.708 -1.010 5.054  0.000
H: 2.224 -3.400 5.486  0.000
H: 0.131 -4.403 4.628  0.000
H: -1.469 -3.033 3.358  0.000
H: -3.426 -1.287 0.700  0.002
H: -5.658 -2.291 1.051  0.000
H: -6.555 -2.510 3.345  0.000
H: -5.214 -1.735 5.273  0.000
H: -2.984 -0.751 4.925  0.000
H: 1.648 4.160 2.841  0.003
H: 1.691 6.423 3.840  0.000
H: -0.421 7.656 4.187  0.000
H: -2.577 6.628 3.537  0.000
H: -2.622 4.379 2.539  0.001
H: -3.318 1.543 1.306  0.004
H: -4.924 2.122 -0.492  -0.001
H: -4.312 3.813 -2.195  0.002
H: -2.069 4.870 -2.133  0.000
H: -0.441 4.209 -0.398  0.001
Cl: -0.839 -4.267 0.575  0.052
C: 0.592 -4.220 -0.402  0.206
C: 1.121 -2.841 -0.772  0.047
C: 2.332 -3.014 -1.681  0.206
Cl: 2.988 -1.572 -2.374  0.052
C: 2.918 -4.202 -1.981  -0.007
Cl: 4.313 -4.264 -2.980  -0.023
C: 2.389 -5.426 -1.485  0.309
Cl: 3.157 -6.897 -1.828  0.116
C: 1.197 -5.397 -0.709  -0.007
Cl: 0.543 -6.887 -0.168  -0.023

***

Here is a structure of composition C51H68N6OP2V from OMol25. Energies are from wB97M-V/def2-TZVPD.

## Properties
Strongest force on any atom: 0.724 eV/Å
HOMO energy (alpha / beta): -2.56 / -2.56 eV
Net charge: -1
Orbital gap (alpha / beta): 4.852 / 4.853 eV
2S+1: 1

Last column: Mulliken charge in e.
CARTESIAN COORDINATES (ANGSTROEM)
V: -0.702 0.921 -0.793  1.559
N: -2.863 -1.387 -0.825  0.304
P: -1.594 -0.874 -1.919  1.447
C: -2.521 -1.073 -3.501  0.391
C: -3.436 -2.095 -3.753  -0.797
C: -4.071 -2.187 -4.981  -0.892
C: -3.778 -1.271 -5.986  -0.556
C: -2.850 -0.268 -5.753  -0.727
C: -2.229 -0.168 -4.514  -0.293
C: -0.616 -2.436 -2.070  0.849
C: 0.589 -2.396 -2.768  -0.544
C: 1.323 -3.553 -2.981  -0.468
C: 0.871 -4.769 -2.479  -0.672
C: -0.317 -4.815 -1.763  -0.774
C: -1.059 -3.657 -1.567  -0.254
C: -2.722 -0.998 0.488  -0.170
C: -3.708 -1.292 1.441  -1.068
C: -3.477 -0.961 2.755  -0.708
C: -2.269 -0.364 3.110  -1.348
C: -1.367 -0.074 2.112  -0.630
N: -1.584 -0.359 0.814  1.100
H: -3.795 -1.605 -1.136  0.255
H: -3.643 -2.841 -2.993  0.332
H: -4.787 -2.980 -5.162  0.412
H: -4.273 -1.344 -6.946  0.380
H: -2.618 0.449 -6.530  0.440
H: -1.521 0.627 -4.308  0.431
H: 0.957 -1.441 -3.122  0.301
H: 2.256 -3.496 -3.527  0.420
H: 1.447 -5.672 -2.639  0.386
H: -0.670 -5.755 -1.355  0.423
H: -1.984 -3.698 -1.004  0.287
H: -4.626 -1.772 1.130  0.526
H: -4.229 -1.171 3.506  0.397
H: -2.048 -0.090 4.132  0.546
H: -0.421 0.410 2.326  0.634
O: 1.698 0.761 2.693  -0.635
P: 2.797 -0.208 2.858  -1.452
N: 2.850 -0.715 4.461  0.576
C: 2.048 -0.035 5.478  -0.752
C: 1.094 -1.127 5.951  -0.287
C: 1.981 -2.377 5.957  -0.824
C: 3.067 -2.094 4.890  0.310
N: 2.686 -1.566 1.933  1.388
C: 1.340 -2.089 1.633  0.842
C: 1.611 -3.382 0.868  0.354
C: 2.976 -3.831 1.380  -0.997
C: 3.728 -2.511 1.529  -0.004
N: 4.256 0.485 2.462  0.396
C: 5.561 -0.117 2.756  -0.158
C: 6.502 1.077 2.972  -0.820
C: 5.790 2.226 2.261  -0.628
C: 4.333 1.952 2.595  -0.367
H: 1.551 0.827 5.041  0.244
H: 2.685 0.301 6.307  0.383
H: 0.287 -1.230 5.222  -0.081
H: 0.651 -0.918 6.925  0.528
H: 1.420 -3.285 5.731  0.355
H: 2.442 -2.513 6.937  0.296
H: 2.981 -2.769 4.040  -0.517
H: 4.066 -2.225 5.320  0.376
H: 0.783 -1.381 1.022  -1.257
H: 0.771 -2.262 2.556  0.079
H: 1.655 -3.174 -0.201  -0.758
H: 0.830 -4.125 1.030  0.607
H: 3.486 -4.520 0.706  0.449
H: 2.874 -4.320 2.354  0.246
H: 4.166 -2.225 0.569  -0.457
H: 4.535 -2.569 2.262  0.534
H: 5.894 -0.727 1.913  0.207
H: 5.523 -0.758 3.645  0.057
H: 7.505 0.881 2.593  0.416
H: 6.583 1.300 4.039  0.326
H: 5.934 2.159 1.181  0.216
H: 6.120 3.209 2.597  0.457
H: 3.622 2.428 1.926  -0.106
H: 4.109 2.279 3.619  0.346
C: 1.770 2.194 -3.185  -2.498
C: 2.274 1.287 -2.056  4.067
C: 3.175 2.133 -1.135  -1.466
C: 1.064 0.785 -1.306  -0.375
C: 3.105 0.120 -2.584  -1.430
C: 3.236 -0.175 -3.939  0.204
C: 3.987 -1.263 -4.375  -0.874
C: 4.637 -2.077 -3.463  -0.904
C: 4.510 -1.799 -2.106  -0.699
C: 3.751 -0.724 -1.677  1.916
H: 1.203 3.010 -2.735  0.299
H: 1.085 1.658 -3.844  0.362
H: 2.592 2.612 -3.777  0.483
H: 2.620 3.004 -0.789  0.361
H: 4.074 2.469 -1.665  0.425
H: 3.482 1.562 -0.258  -0.057
H: 1.282 0.339 -0.294  -0.354
H: 2.741 0.443 -4.674  0.426
H: 4.063 -1.467 -5.437  0.343
H: 5.230 -2.919 -3.798  0.381
H: 5.008 -2.436 -1.383  0.285
H: 3.641 -0.526 -0.618  -0.800
C: -2.824 3.022 -3.504  -1.136
C: -3.906 3.060 -2.422  0.459
C: -4.394 1.668 -2.024  -1.896
C: -3.466 3.908 -1.243  0.258
C: -4.195 5.067 -1.012  -0.847
C: -3.855 5.977 -0.025  -1.346
C: -2.724 5.706 0.731  -0.849
C: -1.959 4.563 0.550  0.487
C: -0.744 4.419 1.451  0.372
C: -0.872 3.239 2.412  -1.180
C: 0.574 4.355 0.679  -1.232
C: -2.324 3.585 -0.437  -0.306
N: -1.624 2.433 -0.580  -0.601
H: -3.176 2.477 -4.385  0.291
H: -1.923 2.543 -3.119  -0.320
H: -2.571 4.040 -3.809  0.467
H: -4.769 3.577 -2.860  0.692
H: -3.596 1.127 -1.522  0.223
H: -4.718 1.101 -2.903  0.424
H: -5.237 1.749 -1.332  0.411
H: -5.057 5.265 -1.644  0.320
H: -4.438 6.875 0.138  0.323
H: -2.416 6.411 1.498  0.346
H: -0.714 5.333 2.058  0.767
H: -0.923 2.326 1.828  -0.337
H: -1.782 3.324 3.013  0.452
H: -0.007 3.178 3.079  0.349
H: 0.613 3.446 0.081  -0.368
H: 1.419 4.352 1.375  0.322
H: 0.676 5.217 0.014  0.553

***

Here is a structure of composition ClFOS from OMol25. Energies are from wB97M-V/def2-TZVPD.

## Properties
Strongest force on any atom: 4.124 eV/Å
HOMO energy (alpha / beta): -10.69 / -10.67 eV
Orbital gap (alpha / beta): 8.762 / 8.822 eV
2S+1: 1

Last column: Mulliken charge in e.
CARTESIAN COORDINATES (ANGSTROEM)
O: -1.656 1.031 0.323  -0.380
F: 1.586 0.384 0.465  -0.218
S: 0.021 -0.312 0.535  0.571
Cl: 0.048 -1.104 -1.322  0.027

***

Here is an isolated molecule of C6H11N from OMol25. Energies are from wB97M-V/def2-TZVPD.

## Properties
Strongest force on any atom: 3.470 eV/Å
HOMO energy: -6.46 eV
Orbital gap: 6.299 eV
2S+1: 1

Last column: Mulliken charge in e.
CARTESIAN COORDINATES (ANGSTROEM)
C: -1.319 -0.414 -2.145  -0.824
N: -0.136 0.353 -1.742  -0.429
C: 0.445 -0.012 -0.485  0.583
C: 0.167 0.781 0.621  -0.188
C: 0.674 1.904 1.477  -1.083
C: 0.417 -1.447 1.282  -0.538
C: 0.798 -1.292 -0.122  -0.653
H: -1.986 -0.240 -1.282  0.320
H: -1.800 -0.087 -3.071  0.274
H: -1.098 -1.484 -2.236  0.291
H: -0.383 1.319 -1.534  0.306
H: 0.172 -0.400 1.461  -0.027
H: 0.750 2.866 0.943  0.344
H: -0.180 2.156 2.146  0.323
H: 1.638 1.802 1.995  0.301
H: -0.516 -1.909 1.603  0.300
H: 1.221 -1.853 1.929  0.249
H: 1.137 -2.043 -0.840  0.449